1.
DFT (ωB97M-V with the def2-TZVPD basis set) results for a 7-piece molecular cluster, C17H47Cl6O20P5 overall in a non-equilibrium geometry.

XYZ file:
```
95
Properties=species:S:1:pos:R:3:forces:R:3
C 15.474 -21.960 -2.110 0.081 -0.357 0.042
O 15.403 -20.538 -2.183 0.418 0.291 -0.099
P 14.188 -19.775 -1.551 0.519 0.279 0.722
O 12.900 -19.990 -2.207 -0.379 -0.012 0.144
O 14.209 -20.174 -0.016 -0.672 -0.161 0.013
C 15.402 -20.114 0.762 0.826 -0.801 0.084
O 14.728 -18.298 -1.504 0.258 0.203 -0.835
C 13.806 -17.231 -1.268 -0.601 0.084 1.110
H 15.171 -22.395 -3.060 -0.048 0.081 -0.014
H 14.840 -22.362 -1.316 -0.048 0.075 -0.033
H 16.508 -22.229 -1.898 0.013 0.103 -0.048
H 15.243 -19.610 1.710 -0.334 0.166 -0.111
H 16.269 -19.670 0.263 -0.421 0.279 -0.173
H 15.683 -21.151 0.975 -0.049 0.064 0.141
H 12.786 -17.610 -1.170 -0.010 0.027 -0.444
H 13.877 -16.450 -2.015 0.062 -0.207 -0.242
H 14.020 -16.795 -0.288 0.286 -0.003 -0.142
C 18.901 -21.053 -0.345 0.390 -0.556 0.366
O 18.332 -20.297 -1.400 -0.222 -0.044 -0.028
P 18.561 -18.723 -1.456 0.448 -0.154 -0.096
O 18.297 -18.004 -0.217 -0.258 0.090 0.373
O 17.699 -18.309 -2.681 0.048 -0.046 -0.248
C 17.878 -18.946 -3.950 -0.097 -0.126 -0.827
O 20.052 -18.560 -1.981 -0.035 0.120 -0.170
C 21.145 -18.499 -1.069 0.307 -0.277 0.267
H 18.131 -21.645 0.153 -0.125 0.179 -0.064
H 19.395 -20.435 0.406 -0.115 0.105 -0.037
H 19.634 -21.761 -0.742 -0.029 0.166 -0.132
H 18.820 -19.484 -4.050 0.083 0.089 0.322
H 17.853 -18.184 -4.727 -0.011 0.162 0.166
H 17.062 -19.635 -4.148 -0.091 -0.005 0.304
H 20.808 -18.313 -0.050 -0.075 0.129 -0.038
H 21.826 -17.709 -1.374 -0.096 0.081 -0.098
H 21.684 -19.449 -1.092 -0.028 0.035 -0.045
C 13.153 -20.106 -14.257 0.130 -0.348 0.216
O 11.849 -20.057 -13.656 0.003 -0.012 -0.036
P 11.450 -18.894 -12.689 0.310 -0.172 -0.015
O 10.102 -18.961 -12.137 -0.223 0.073 0.013
O 11.773 -17.616 -13.573 -0.166 0.157 -0.087
C 11.450 -16.320 -13.056 -0.061 0.130 -0.020
O 12.614 -18.923 -11.598 -0.341 -0.091 0.107
C 12.369 -18.246 -10.365 0.495 0.531 0.536
H 13.607 -21.059 -13.988 -0.087 -0.004 -0.021
H 13.795 -19.315 -13.877 -0.027 0.127 -0.163
H 13.039 -20.057 -15.336 0.005 0.166 -0.019
H 11.079 -15.721 -13.886 0.080 -0.004 -0.043
H 12.347 -15.859 -12.642 0.006 0.004 -0.004
H 10.674 -16.363 -12.290 0.035 -0.124 -0.015
H 13.156 -17.501 -10.229 -0.008 -0.003 -0.053
H 12.427 -18.924 -9.514 -0.034 -0.306 -0.277
H 11.409 -17.736 -10.327 -0.098 -0.128 -0.286
C 16.521 -15.394 -1.862 -0.128 0.040 0.093
O 16.643 -14.172 -2.615 0.155 -0.010 -0.025
P 15.623 -12.992 -2.427 0.006 -0.306 -0.151
O 15.877 -11.847 -3.287 0.037 0.239 -0.296
O 15.688 -12.744 -0.882 0.066 -0.066 0.609
C 14.903 -11.714 -0.281 0.062 0.292 0.069
O 14.173 -13.636 -2.584 -0.227 0.133 -0.130
C 13.568 -13.632 -3.891 0.192 -0.033 -0.050
H 17.478 -15.620 -1.402 0.078 -0.016 -0.121
H 16.222 -16.189 -2.540 0.109 -0.064 0.006
H 15.781 -15.299 -1.070 0.010 0.077 -0.007
H 13.959 -12.124 0.075 -0.028 -0.014 -0.082
H 14.733 -10.897 -0.984 -0.079 -0.075 -0.026
H 15.471 -11.321 0.559 -0.003 -0.091 0.017
H 13.813 -14.566 -4.391 -0.127 -0.061 -0.057
H 13.944 -12.804 -4.491 0.006 0.072 0.089
H 12.494 -13.535 -3.767 -0.034 -0.073 0.079
C 9.820 -16.867 -8.143 0.940 -0.863 -0.153
O 8.785 -16.765 -9.113 -0.036 0.249 0.139
P 8.350 -15.331 -9.630 0.509 -0.639 -0.040
O 7.965 -14.363 -8.624 -0.218 0.520 0.323
O 9.632 -14.932 -10.506 -0.029 -0.263 -0.103
C 9.523 -13.829 -11.395 0.157 0.712 -0.085
O 7.239 -15.692 -10.666 -0.357 0.094 -0.297
C 7.532 -16.562 -11.775 -0.226 -0.209 0.036
H 9.468 -17.250 -7.188 -0.398 0.461 0.054
H 10.416 -15.960 -8.046 -0.292 0.195 0.200
H 10.510 -17.639 -8.496 -0.135 0.073 -0.075
H 10.093 -14.037 -12.301 -0.037 -0.174 0.058
H 9.947 -12.931 -10.939 -0.063 -0.092 0.089
H 8.490 -13.611 -11.669 -0.026 -0.120 0.033
H 8.249 -17.333 -11.492 0.045 0.039 -0.105
H 7.888 -15.977 -12.622 0.113 0.016 0.049
H 6.589 -17.030 -12.046 0.023 -0.011 -0.008
C 11.079 -22.024 -3.417 0.486 0.171 -0.260
Cl 12.447 -22.950 -4.081 -0.156 -0.019 -0.012
Cl 9.693 -23.050 -3.161 -0.165 -0.167 0.173
Cl 10.661 -20.694 -4.506 -0.053 -0.046 -0.020
H 11.447 -21.587 -2.497 -0.210 0.031 0.055
C 13.462 -18.774 -5.239 0.370 -0.312 0.234
Cl 14.309 -17.301 -4.785 -0.050 0.236 0.134
Cl 14.642 -20.088 -5.320 -0.093 -0.206 -0.307
Cl 12.633 -18.552 -6.765 -0.162 -0.038 -0.133
H 12.755 -19.073 -4.473 -0.045 0.262 0.045
```
Forces are in eV/Å.

The calculation puts the calculated total energy at -6649.131060 Ha. As for the SMILES: COP(=O)(OC)OC.COP(=O)(OC)OC.COP(=O)(OC)OC.COP(=O)(OC)OC.COP(=O)(OC)OC.ClC(Cl)Cl.ClC(Cl)Cl.

---

2.
DFT (ωB97M-V with the def2-TZVPD basis set) results for C47H40CrN2O2PSSi as an isolated structure in a non-equilibrium geometry.

XYZ file:
```
95
Properties=species:S:1:pos:R:3:forces:R:3
Cr -0.019 -0.016 0.071 -0.967 -0.466 -0.064
N 2.301 2.032 -0.313 0.024 -0.161 0.137
P 2.312 0.409 0.220 0.661 0.518 0.236
C 2.784 0.437 1.971 0.015 -0.021 -0.021
C 4.005 0.965 2.394 0.001 0.025 0.045
C 4.291 1.053 3.746 0.009 -0.010 0.004
C 3.366 0.606 4.685 0.039 0.006 -0.005
C 2.158 0.067 4.275 0.012 -0.007 -0.039
C 1.867 -0.018 2.919 0.083 0.023 -0.009
C 3.753 -0.267 -0.637 -0.090 -0.076 -0.075
C 4.575 -1.202 -0.009 0.004 -0.022 -0.005
C 5.639 -1.764 -0.700 -0.023 0.002 -0.025
C 5.885 -1.397 -2.017 0.010 -0.010 0.028
C 5.063 -0.474 -2.649 -0.035 0.005 0.012
C 3.994 0.086 -1.965 0.007 -0.048 -0.024
C 1.109 2.734 -0.385 -0.156 -0.149 -0.037
C 1.120 4.114 -0.576 0.101 0.031 -0.011
C -0.077 4.780 -0.690 -0.056 0.079 -0.013
C -1.269 4.064 -0.611 -0.020 0.103 -0.025
C -1.206 2.710 -0.412 0.064 -0.218 0.041
N -0.039 2.031 -0.291 0.183 0.654 -0.100
H 3.141 2.591 -0.283 0.009 0.037 -0.007
H 4.737 1.300 1.667 -0.025 0.000 0.021
H 5.238 1.467 4.071 -0.031 -0.011 -0.004
H 3.594 0.677 5.742 -0.001 0.000 -0.033
H 1.443 -0.289 5.006 0.009 0.008 -0.025
H 0.928 -0.459 2.604 -0.052 -0.014 -0.011
H 4.394 -1.482 1.021 0.008 -0.001 -0.025
H 6.279 -2.485 -0.208 -0.019 0.016 -0.009
H 6.723 -1.829 -2.550 -0.033 0.007 0.016
H 5.252 -0.192 -3.677 -0.004 0.002 0.025
H 3.347 0.797 -2.465 0.016 0.008 0.006
H 2.066 4.637 -0.637 -0.043 -0.011 0.002
H -0.086 5.852 -0.841 -0.005 -0.042 0.006
H -2.232 4.546 -0.699 0.045 -0.004 0.000
H -2.090 2.096 -0.336 0.003 -0.052 0.013
O -1.939 -0.025 0.050 -0.017 0.021 0.203
Si -3.397 -0.751 0.002 0.313 -0.155 -0.209
C -4.666 0.256 -0.906 -0.213 0.091 -0.069
C -5.819 0.732 -0.272 0.051 0.033 -0.118
C -6.791 1.427 -0.984 0.064 -0.015 0.003
C -6.625 1.654 -2.343 0.015 -0.016 -0.003
C -5.483 1.194 -2.991 0.012 0.003 0.032
C -4.516 0.501 -2.277 -0.033 0.054 0.060
C -3.097 -2.380 -0.956 -0.138 -0.029 -0.069
C -3.965 -3.076 -1.915 0.119 0.039 0.127
C -3.926 -4.356 -2.313 0.166 -0.024 0.022
C -2.908 -5.473 -2.095 -0.129 0.077 0.135
C -0.890 -3.754 -1.065 -0.061 0.014 0.310
C -1.876 -2.746 -0.573 -0.078 -0.029 0.134
C -3.968 -1.162 1.726 0.027 -0.048 0.200
C -5.049 -2.023 1.946 0.042 0.019 0.023
C -5.439 -2.368 3.232 0.020 0.031 -0.026
C -4.752 -1.855 4.326 0.012 0.011 -0.029
C -3.676 -1.000 4.131 -0.015 0.007 -0.057
C -3.288 -0.659 2.839 -0.106 -0.058 0.011
H -5.959 0.557 0.790 -0.005 -0.011 -0.041
H -7.679 1.789 -0.479 0.021 -0.014 -0.013
H -7.386 2.187 -2.900 0.025 -0.005 0.014
H -5.353 1.373 -4.052 -0.009 -0.006 0.024
H -3.629 0.144 -2.795 -0.049 -0.002 0.018
H -4.818 -2.503 -2.267 0.019 0.010 0.010
H -4.746 -4.663 -2.955 0.044 0.010 -0.031
H -3.394 -6.404 -2.387 -0.057 -0.018 0.010
H -0.929 -3.917 -2.141 -0.067 0.024 -0.034
H -1.507 -2.289 0.340 -0.010 -0.016 -0.094
H -5.590 -2.437 1.099 0.028 0.017 0.044
H -6.277 -3.037 3.384 0.016 0.017 -0.002
H -5.057 -2.122 5.331 0.006 0.002 -0.017
H -3.143 -0.597 4.984 -0.011 -0.010 -0.024
H -2.450 0.013 2.689 -0.010 -0.010 0.004
O 0.579 -2.019 0.463 0.005 -0.126 -0.503
S 0.668 -2.791 -0.875 0.057 -0.150 0.159
C -1.183 -5.000 -0.264 -0.037 0.136 -0.104
C -2.301 -5.715 -0.722 0.033 0.008 -0.070
C -2.823 -6.708 0.096 0.004 -0.075 -0.030
C -2.255 -7.002 1.330 0.047 0.014 -0.008
C -1.143 -6.296 1.763 -0.020 -0.002 -0.029
C -0.615 -5.285 0.970 -0.007 0.081 0.049
C 1.870 -4.058 -0.608 0.158 0.035 0.055
C 2.115 -4.954 -1.639 0.004 0.019 0.000
C 3.079 -5.931 -1.453 0.028 -0.025 0.045
C 3.783 -5.995 -0.256 -0.025 0.008 -0.005
C 3.527 -5.084 0.761 0.010 -0.018 -0.016
C 2.564 -4.099 0.588 0.119 -0.051 -0.019
H -2.110 -5.343 -2.831 0.020 -0.045 -0.047
H -3.684 -7.271 -0.246 0.016 0.007 0.015
H -2.679 -7.785 1.945 0.017 0.037 -0.019
H -0.694 -6.517 2.723 -0.016 -0.001 -0.026
H 0.224 -4.702 1.334 -0.185 -0.098 -0.027
H 1.563 -4.898 -2.573 0.035 0.011 0.051
H 3.281 -6.644 -2.242 -0.004 0.016 0.024
H 4.532 -6.764 -0.114 -0.010 0.020 -0.004
H 4.072 -5.142 1.694 -0.008 -0.005 -0.025
H 2.337 -3.386 1.371 0.025 -0.002 -0.039
```
Forces are in eV/Å.

The expectation value of S² is 6.02. The multiplicity is 5. The calculation puts the calculated total energy at -4148.415352 Ha. Its total charge is +1.

---

3.
DFT (ωB97M-V with the def2-TZVPD basis set) results for a 2-piece molecular cluster, C21H25N5O5S overall in a non-equilibrium geometry.

XYZ file:
```
57
Properties=species:S:1:pos:R:3:forces:R:3
O -3.784 -1.201 -2.194 -0.054 0.032 1.147
O 4.187 1.760 3.287 -0.203 -0.138 -0.479
O -1.206 -6.049 -1.930 0.604 1.014 0.582
O 3.957 0.927 -0.799 -0.493 -0.753 0.004
N -3.025 -1.483 2.819 0.195 -0.044 0.503
N -1.836 -1.627 0.788 -0.216 0.046 -0.868
O -0.196 -4.252 -0.999 -0.142 -0.229 -0.806
S -5.726 -1.052 2.855 0.162 -0.012 -0.556
C -2.840 -1.412 -1.433 0.563 -0.303 -2.779
C 3.247 2.537 3.170 1.021 -0.209 0.907
C -0.686 -4.953 -2.050 -0.881 -1.593 -0.878
C 3.700 1.809 0.004 0.002 -0.780 -0.288
C -6.456 -0.895 1.262 1.473 -0.205 -0.806
C -5.536 -1.012 0.249 -0.426 0.045 0.634
C 0.508 -3.379 -3.641 -0.461 2.351 -0.040
C 0.077 -2.082 -3.621 1.374 -2.033 -0.382
C -1.901 -1.651 2.123 -1.287 0.235 -0.466
C -4.143 -1.283 2.127 0.483 -0.108 0.866
C -2.959 -1.420 0.065 0.878 -0.104 1.565
C -4.173 -1.240 0.745 -1.323 0.264 -1.833
N 4.449 2.920 -0.087 0.203 1.537 0.427
N -1.606 -1.692 -2.000 -0.522 0.414 2.402
N 2.422 2.523 2.108 -0.558 0.141 -1.058
C 3.028 3.574 4.257 -0.188 -0.207 -0.329
C 4.415 4.190 0.636 -0.049 -0.504 0.124
C -0.638 -4.337 -3.457 0.721 0.546 0.348
C 1.280 3.402 1.891 -0.378 0.401 0.198
C -1.398 -2.006 -3.402 -0.349 -0.006 -0.036
C -1.858 -3.434 -3.718 -0.562 -0.156 -0.059
C 0.784 3.105 0.475 0.156 -0.318 0.311
C 1.178 1.641 0.299 0.121 0.404 -0.152
C 2.539 1.572 1.004 0.524 -0.226 0.070
H -0.348 -4.820 -0.229 -0.011 0.046 0.097
H -7.517 -0.727 1.103 0.254 -0.046 0.335
H -5.802 -0.943 -0.805 0.233 -0.042 0.360
H 1.546 -3.681 -3.761 -0.212 0.011 0.088
H 0.723 -1.214 -3.725 -0.140 -0.116 0.099
H -0.980 -1.818 2.676 -0.140 0.025 -0.092
H 5.161 2.836 -0.797 -0.120 -0.157 0.029
H -0.893 -2.008 -1.341 -0.188 0.179 -0.326
H 3.134 4.571 3.833 -0.161 0.193 0.067
H 2.035 3.450 4.684 -0.143 0.234 0.057
H 3.777 3.432 5.035 -0.076 -0.077 -0.200
H 5.040 4.917 0.116 -0.072 -0.166 -0.037
H 3.401 4.584 0.676 0.025 0.106 0.073
H 4.811 4.056 1.643 -0.064 0.182 0.061
H -0.592 -5.144 -4.194 -0.106 -0.137 0.506
H 1.554 4.453 1.986 -0.040 0.043 0.253
H 0.496 3.154 2.609 -0.085 0.223 0.134
H -1.878 -1.270 -4.059 -0.069 -0.087 0.434
H -2.731 -3.732 -3.127 0.088 0.135 -0.154
H -2.137 -3.496 -4.775 0.099 -0.082 0.135
H 1.320 3.722 -0.248 -0.126 0.064 -0.062
H -0.293 3.251 0.384 0.136 0.195 -0.084
H 1.235 1.357 -0.753 0.038 -0.208 0.201
H 0.463 1.005 0.825 0.054 -0.097 -0.106
H 2.669 0.567 1.409 0.436 0.076 -0.141
```
Forces are in eV/Å.

The calculation puts the calculated total energy at -1863.452826 Ha. As for the SMILES: O=C(N[C@H]1C=C[C@@H](C(=O)O)C1)c1ncnc2sccc12.CNC(=O)[C@@H]1CCCN1C(C)=O.